C7H18N2 as an isolated structure at a distorted geometry. Source: the OMol25 dataset; level of theory: wB97M-V/def2-TZVPD.

Structure (XYZ):
```
27
Properties=species:S:1:pos:R:3:forces:R:3
C 0.67344 -0.90320 0.64570 -0.91 -4.00 0.11
C -0.49104 1.10262 -0.76316 -0.48 -2.10 0.03
C -0.45291 -0.83556 -0.24530 -0.61 5.76 -1.38
C -0.17800 2.12192 0.30858 0.10 0.05 0.33
C 0.44209 -0.68093 2.12189 0.13 -0.19 -0.13
C 0.35905 -2.94676 0.38462 1.47 0.80 1.43
C -1.90135 1.29443 -1.29773 0.00 0.15 -0.21
N 1.91733 -0.53835 0.18274 0.65 0.27 -0.76
N 0.52005 1.15711 -1.81541 0.29 0.25 -0.79
H 2.45022 0.09499 0.76232 -0.11 -0.25 0.05
H 1.93354 -0.26215 -0.80373 -0.10 -0.05 0.59
H 1.16398 1.94959 -1.78810 -0.37 -0.12 0.45
H 0.12056 1.20083 -2.74969 -0.13 -0.22 0.20
H -0.31518 -1.17590 -1.26562 -0.01 -0.13 0.16
H -1.42776 -1.00577 0.19307 0.08 -0.36 0.02
H -0.87806 2.05167 1.14522 0.08 -0.03 -0.03
H -0.24330 3.15501 -0.08049 -0.11 -0.31 -0.10
H 0.83881 2.01704 0.69902 -0.10 -0.10 0.00
H -0.55153 -1.01904 2.41538 0.07 0.02 -0.04
H 0.54185 0.37638 2.37877 -0.04 0.03 -0.06
H 1.18038 -1.23159 2.71119 -0.04 0.01 -0.06
H -0.11401 -3.27525 1.31116 0.05 -0.07 0.02
H -0.15523 -3.39968 -0.46429 -0.24 0.74 -0.17
H 1.39456 -3.28678 0.34192 0.06 -0.03 0.21
H -2.64334 1.21063 -0.49712 0.12 -0.02 -0.06
H -2.15009 0.54675 -2.05963 0.07 -0.01 0.10
H -2.03405 2.28198 -1.77130 0.08 -0.09 0.12
```
Positions in Å, forces in eV/Å.

Summary:
* DFT total energy: -386.89454 Ha
* strongest force on any atom: 5.96 eV/A
* HOMO energy: -6.54 eV
* molecular weight: 130.235 g mol⁻¹
* ΔE to the lowest compared entry with this formula, charge and spin: 354.40 kJ/mol
* 2S+1: 1
* orbital gap: 7.4 eV